1.
Molecular formula: C34H39BF6IN4O13P
Method: DFT, ωB97M-V with the def2-TZVPD basis set

Computed properties:
**SMILES**: C=Cc1c(C(=O)C(F)(F)C(F)(F)C(F)(F)C(=O)O)c(B(N)O)c(OCCNC[C@H](C)O)c2c1C(=O)c1c(cc(N=C=O)c(I)c1NCCCC)C2=O.COP(=O)(OC)OC
**Energy**: -102802.08349 eV

ORCA input file:
```
! RIJCOSX wB97M-V def2-TZVPD def2/J DEFGRID3
* xyz 0 1
C -1.78 -4.29 1.96
C -1.50 -3.29 0.89
C -0.01 -3.18 0.20
C 0.60 -4.19 -0.94
C -0.30 -5.45 -1.49
O -0.14 -6.63 -0.85
C -1.34 -5.42 -2.75
F -0.68 -4.71 -3.91
F -1.64 -6.80 -3.28
C -2.75 -4.62 -2.49
F -2.50 -3.18 -2.11
F -3.44 -4.54 -3.83
C -3.81 -5.38 -1.49
F -4.74 -6.27 -2.28
F -3.19 -6.25 -0.46
C -4.79 -4.32 -0.65
O -5.42 -3.28 -1.26
O -4.98 -4.56 0.82
C 2.16 -3.96 -1.51
B 2.88 -4.96 -2.63
N 4.29 -5.56 -2.42
O 2.25 -5.33 -3.94
C 3.12 -2.70 -0.98
O 4.49 -2.45 -1.45
C 5.50 -3.13 -0.62
C 6.84 -3.32 -1.61
N 8.15 -3.08 -0.90
C 8.31 -1.65 -0.42
C 8.13 -0.50 -1.58
C 9.13 -0.82 -2.86
O 8.44 0.83 -0.97
C 2.49 -1.67 0.13
C 0.94 -1.91 0.71
C 0.39 -0.79 1.82
O -0.29 -1.10 2.93
C 0.81 0.79 1.46
C 2.36 1.03 0.89
C 2.92 2.51 0.46
C 1.87 3.79 0.62
N 2.42 5.14 0.18
C 2.70 5.94 1.30
O 2.45 6.85 2.28
C 0.32 3.55 1.18
I -0.97 5.37 1.27
C -0.26 2.05 1.63
N -1.70 1.82 2.12
C -2.38 1.01 0.99
C -3.66 1.79 0.31
C -4.32 0.73 -0.80
C -5.37 -0.26 -0.02
C 3.31 -0.34 0.72
O 4.60 -0.35 1.06
H -2.48 -4.02 2.86
H -1.36 -5.38 1.89
H -2.36 -2.56 0.52
H -4.57 -3.78 1.33
H 4.88 -5.00 -3.11
H 4.31 -6.54 -2.84
H 2.15 -4.46 -4.45
H 5.76 -2.58 0.38
H 5.14 -4.22 -0.30
H 6.66 -2.66 -2.57
H 6.81 -4.45 -1.98
H 8.23 -3.69 -0.06
H 7.60 -1.42 0.48
H 9.42 -1.54 -0.01
H 7.01 -0.43 -1.94
H 9.66 0.19 -3.14
H 9.91 -1.64 -2.56
H 8.50 -1.14 -3.82
H 7.64 1.06 -0.38
H 4.02 2.60 0.07
H -2.18 2.73 2.27
H -1.64 0.75 0.11
H -2.76 -0.03 1.42
H -3.25 2.69 -0.35
H -4.49 2.12 1.07
H -4.81 1.33 -1.71
H -3.43 0.03 -1.18
H -5.98 0.34 0.80
H -4.74 -1.10 0.53
H -6.13 -0.82 -0.71
C -5.36 6.68 4.89
O -6.28 6.51 3.82
P -5.72 6.71 2.20
O -4.56 5.74 2.46
O -5.25 8.25 2.55
C -6.27 9.20 2.81
O -5.15 6.90 0.57
C -5.84 7.85 -0.22
H -5.29 5.74 5.45
H -4.36 6.98 4.55
H -5.74 7.46 5.55
H -6.07 9.68 3.77
H -7.26 8.73 2.85
H -6.28 9.95 2.02
H -5.42 8.84 -0.05
H -6.91 7.85 0.01
H -5.70 7.59 -1.27
*
```

Calculated atomic charges, method Mulliken, unit e:
1. C -0.757
2. C 0.516
3. C 0.113
4. C 0.248
5. C -0.354
6. O -0.512
7. C 0.699
8. F -0.294
9. F -0.283
10. C 0.574
11. F -0.211
12. F -0.303
13. C 0.863
14. F -0.279
15. F -0.232
16. C 0.220
17. O -0.472
18. O -0.432
19. C 0.588
20. B 0.755
21. N -0.715
22. O -0.546
23. C -0.715
24. O -0.520
25. C 0.084
26. C -0.713
27. N -0.364
28. C -0.556
29. C 0.427
30. C -0.968
31. O -0.560
32. C 0.309
33. C 0.003
34. C 0.104
35. O -0.526
36. C 0.256
37. C 0.185
38. C -0.598
39. C 0.060
40. N -0.462
41. C 0.612
42. O -0.412
43. C -0.307
44. I 0.163
45. C 0.134
46. N -0.177
47. C -0.177
48. C -0.422
49. C -0.239
50. C -0.610
51. C 0.382
52. O -0.518
53. H 0.312
54. H 0.226
55. H -0.047
56. H 0.361
57. H 0.231
58. H 0.277
59. H 0.310
60. H 0.354
61. H 0.275
62. H 0.190
63. H 0.177
64. H 0.305
65. H 0.254
66. H 0.305
67. H 0.082
68. H 0.335
69. H 0.244
70. H 0.223
71. H 0.313
72. H 0.320
73. H 0.316
74. H 0.233
75. H -0.057
76. H 0.222
77. H 0.271
78. H 0.353
79. H 0.046
80. H 0.304
81. H -0.050
82. H 0.244
83. C -0.633
84. O -0.472
85. P 1.002
86. O -0.506
87. O -0.253
88. C -0.810
89. O -0.219
90. C -0.681
91. H 0.258
92. H 0.329
93. H 0.251
94. H 0.250
95. H 0.407
96. H 0.271
97. H 0.245
98. H 0.329
99. H 0.248

=====

2.
Molecular formula: C4H8O
Method: DFT, ωB97M-V with the def2-TZVPD basis set

Computed properties:
**SMILES**: CC[C@H]1CO1
**Relative energy (zero: lowest compared OMol25 entry of this formula, charge and spin)**: 28.6 kcal/mol

ORCA input file:
```
! RIJCOSX wB97M-V def2-TZVPD def2/J DEFGRID3
* xyz 0 1
C 0.28 -1.53 0.41
C 0.75 -0.09 0.61
C 0.26 0.84 -0.49
C -1.16 1.14 -0.67
O -0.28 2.09 -0.10
H 0.76 -2.21 1.11
H -0.81 -1.60 0.55
H 0.50 -1.88 -0.61
H 1.84 -0.05 0.64
H 0.39 0.30 1.57
H 0.90 0.89 -1.37
H -1.53 1.38 -1.67
H -1.89 0.71 0.01
*
```

Calculated atomic charges, method Mulliken, unit e:
1. C -1.033
2. C -0.593
3. C 0.131
4. C -0.404
5. O -0.455
6. H 0.324
7. H 0.298
8. H 0.307
9. H 0.284
10. H 0.280
11. H 0.369
12. H 0.262
13. H 0.230

=====

3.
Molecular formula: C16H10F3FeN2O5
Method: DFT, ωB97M-V with the def2-TZVPD basis set

Computed properties:
**<S²>**: 8.82
**Energy**: -72512.64456 eV

ORCA input file:
```
! RIJCOSX wB97M-V def2-TZVPD def2/J DEFGRID3
* xyz 0 6
Fe -0.49 0.28 -1.61
O 2.89 -1.80 2.20
C 3.67 -1.55 1.14
C 5.03 -1.82 1.30
C 5.92 -1.60 0.27
C 5.48 -1.09 -0.96
C 4.14 -0.81 -1.12
C 3.21 -1.03 -0.09
C 1.82 -0.71 -0.35
O 1.45 -0.27 -1.47
N 0.93 -0.91 0.68
N -0.30 -0.63 0.30
C -1.26 -0.75 1.19
C -2.61 -0.59 0.89
C -3.54 -0.69 1.97
C -4.88 -0.59 1.77
C -5.39 -0.41 0.45
C -4.56 -0.32 -0.61
C -3.13 -0.39 -0.46
O -2.41 -0.31 -1.49
H 1.97 -1.55 1.95
H 5.37 -2.21 2.25
H 6.97 -1.82 0.41
H 6.18 -0.91 -1.76
H 3.77 -0.42 -2.06
H -0.98 -1.01 2.22
H -3.15 -0.84 2.97
H -5.56 -0.66 2.61
H -6.46 -0.33 0.30
H -4.93 -0.17 -1.62
F -2.05 4.43 -2.89
C -1.37 4.30 -1.73
F -2.03 4.98 -0.79
F -0.17 4.88 -1.90
C -1.21 2.81 -1.37
O -1.69 2.38 -0.33
O -0.61 2.13 -2.27
*
```

Calculated atomic charges, method Mulliken, unit e:
1. Fe 0.620
2. O -0.646
3. C 0.403
4. C -0.668
5. C -0.289
6. C -0.731
7. C -0.628
8. C 0.394
9. C 1.195
10. O -1.041
11. N -0.274
12. N -0.127
13. C -0.257
14. C 0.774
15. C -0.918
16. C -0.539
17. C -0.409
18. C -0.613
19. C 0.927
20. O -0.777
21. H 0.581
22. H 0.430
23. H 0.376
24. H 0.413
25. H 0.389
26. H 0.339
27. H 0.352
28. H 0.412
29. H 0.377
30. H 0.430
31. F -0.260
32. C 0.770
33. F -0.245
34. F -0.258
35. C 0.863
36. O -0.548
37. O -0.819

=====

4.
Molecular formula: C3H6N2OS
Method: DFT, ωB97M-V with the def2-TZVPD basis set

Computed properties:
**SMILES**: C=NO/C=N\SC
**Relative energy (zero: lowest compared OMol25 entry of this formula, charge and spin)**: 86.4 kcal/mol

ORCA input file:
```
! RIJCOSX wB97M-V def2-TZVPD def2/J DEFGRID3
* xyz 0 1
C 3.40 -0.73 -0.01
N 2.59 0.25 -0.09
O 1.26 -0.14 0.04
C 0.40 0.93 -0.01
N -0.87 0.88 0.01
S -1.51 -0.71 -0.05
C -3.19 -0.14 0.01
H 3.15 -1.77 0.14
H 4.44 -0.41 0.00
H 0.96 1.87 -0.08
H -3.38 0.64 -0.76
H -3.37 0.33 0.98
H -3.87 -1.00 -0.18
*
```

Calculated atomic charges, method Mulliken, unit e:
1. C -0.248
2. N -0.509
3. O -0.104
4. C 0.153
5. N -0.361
6. S -0.005
7. C -0.748
8. H 0.294
9. H 0.282
10. H 0.434
11. H 0.258
12. H 0.266
13. H 0.288

=====

5.
Molecular formula: C24H35Br2N6O13
Method: DFT, ωB97M-V with the def2-TZVPD basis set

Computed properties:
**Energy**: -201075.39662 eV

ORCA input file:
```
! RIJCOSX wB97M-V def2-TZVPD def2/J DEFGRID3
* xyz 1 1
C 2.47 4.21 -2.17
C 2.43 3.65 -0.70
O 3.61 2.92 -0.30
C 3.80 1.74 -1.06
N 2.59 0.88 -1.20
C 2.21 0.59 -2.50
C 1.09 -0.25 -2.84
C 0.29 -0.80 -1.74
C -0.94 -1.69 -2.08
O -1.85 -1.18 -2.68
O -1.04 -3.02 -1.77
C 0.71 -0.48 -0.36
C -0.14 -1.10 0.77
Br 0.54 -2.55 1.90
C -1.39 -0.58 0.98
C -2.37 -1.05 2.08
Br -2.06 0.91 -0.13
C 1.88 0.38 -0.11
C 2.33 0.67 1.35
C 1.22 1.27 2.28
C 1.18 0.75 3.66
C 0.19 1.19 4.64
C -0.81 2.20 4.21
C -0.80 2.73 2.86
C 0.22 2.24 1.90
H 2.51 3.41 -2.95
H 1.47 4.73 -2.33
H 3.24 5.01 -2.32
H 2.38 4.55 -0.02
H 1.47 3.10 -0.56
H 4.22 2.01 -2.07
H 4.60 1.13 -0.56
H 2.82 0.99 -3.34
H 0.80 -0.51 -3.88
H -0.48 -3.14 -0.97
H -2.75 -0.15 2.66
H -1.92 -1.75 2.82
H -3.29 -1.51 1.61
H 2.61 -0.33 1.79
H 3.24 1.31 1.44
H 1.93 -0.03 3.96
H 0.20 0.77 5.67
H -1.60 2.55 4.92
H -1.53 3.50 2.51
H 0.18 2.65 0.87
C -6.08 -0.23 -0.41
N -6.02 0.44 0.92
O -6.03 -0.28 1.91
O -5.97 1.66 0.93
H -6.12 -1.30 -0.26
H -6.98 0.13 -0.91
H -5.18 0.05 -0.95
C 2.89 -4.89 1.30
N 4.28 -5.30 1.64
O 4.45 -5.89 2.69
O 5.14 -5.02 0.83
H 2.22 -5.21 2.10
H 2.88 -3.81 1.19
H 2.62 -5.38 0.36
C 5.79 4.58 1.80
N 5.51 6.04 1.75
O 4.44 6.39 1.26
O 6.36 6.78 2.18
H 4.94 4.05 1.38
H 6.69 4.40 1.22
H 5.93 4.31 2.85
C -8.76 -3.81 0.89
N -7.73 -3.06 0.12
O -8.13 -2.30 -0.75
O -6.57 -3.26 0.42
H -9.74 -3.54 0.52
H -8.57 -4.87 0.74
H -8.65 -3.54 1.94
C -0.46 -2.90 -6.05
N 0.89 -2.49 -6.55
O 1.41 -1.51 -6.04
O 1.36 -3.15 -7.44
H -0.76 -2.21 -5.26
H -1.15 -2.85 -6.89
H -0.37 -3.91 -5.67
*
```

Calculated atomic charges, method Mulliken, unit e:
1. C -1.123
2. C 0.336
3. O -0.239
4. C -0.989
5. N 0.465
6. C -0.288
7. C -1.124
8. C 1.462
9. C 0.057
10. O -0.435
11. O -0.496
12. C 0.593
13. C -1.401
14. Br -0.030
15. C 0.726
16. C -1.045
17. Br -0.045
18. C 0.011
19. C -0.696
20. C 0.447
21. C -0.387
22. C -0.729
23. C -0.382
24. C -0.849
25. C 0.193
26. H 0.216
27. H 0.397
28. H 0.319
29. H 0.414
30. H -0.254
31. H 0.438
32. H 0.332
33. H 0.483
34. H 0.468
35. H 0.412
36. H 0.302
37. H 0.485
38. H 0.206
39. H 0.478
40. H 0.519
41. H 0.353
42. H 0.392
43. H 0.366
44. H 0.385
45. H 0.255
46. C -0.440
47. N 0.973
48. O -0.529
49. O -0.568
50. H 0.119
51. H 0.319
52. H 0.174
53. C -0.519
54. N 0.876
55. O -0.514
56. O -0.526
57. H 0.314
58. H 0.058
59. H 0.297
60. C -0.345
61. N 0.921
62. O -0.529
63. O -0.555
64. H -0.081
65. H 0.290
66. H 0.325
67. C -0.759
68. N 0.842
69. O -0.514
70. O -0.516
71. H 0.311
72. H 0.291
73. H 0.303
74. C -0.581
75. N 0.900
76. O -0.553
77. O -0.514
78. H 0.146
79. H 0.301
80. H 0.285

=====

6.
Molecular formula: C22H17FeNO13
Method: DFT, ωB97M-V with the def2-TZVPD basis set

Computed properties:
**<S²>**: 6.01
**Relative energy (zero: lowest compared OMol25 entry of this formula, charge and spin)**: 0.0 kcal/mol

ORCA input file:
```
! RIJCOSX wB97M-V def2-TZVPD def2/J DEFGRID3
* xyz -4 5
Fe 38.48 -7.49 18.23
C 38.98 -4.14 20.35
C 39.00 -2.70 20.16
C 40.12 -2.08 19.22
O 39.93 -0.89 19.00
C 41.15 -2.98 18.77
C 41.06 -4.35 18.99
C 39.88 -4.95 19.71
O 39.67 -6.22 19.72
O 42.04 -5.02 18.54
O 38.16 -1.90 20.57
H 38.11 -4.60 20.81
H 42.00 -2.53 18.28
C 39.77 -9.36 15.12
C 39.87 -10.56 14.33
C 41.08 -11.54 14.60
O 41.25 -12.46 13.79
C 41.93 -11.22 15.71
C 41.72 -10.11 16.53
C 40.59 -9.14 16.21
O 40.25 -8.12 16.94
O 42.51 -9.96 17.50
O 39.06 -10.78 13.42
H 38.89 -8.75 14.94
H 42.77 -11.89 15.73
C 37.01 -3.89 16.81
C 37.22 -5.22 17.22
C 36.32 -5.68 18.48
O 36.66 -6.79 18.97
C 35.44 -4.74 19.12
C 35.32 -3.44 18.64
C 36.14 -3.03 17.45
O 36.27 -1.80 17.14
O 34.55 -2.64 19.25
O 38.00 -6.14 16.85
H 37.73 -3.47 16.11
H 34.95 -5.10 20.01
C 38.44 -11.58 19.56
C 38.50 -10.32 18.70
C 37.23 -10.17 17.80
O 37.31 -8.94 17.10
C 36.45 -8.88 15.97
N 38.54 -9.15 19.57
H 39.34 -11.85 20.12
H 38.40 -12.54 19.03
H 37.59 -11.51 20.26
H 39.41 -10.54 18.13
H 36.26 -10.29 18.29
H 37.37 -11.02 17.12
H 36.48 -7.87 15.55
H 35.42 -9.09 16.25
H 36.84 -9.57 15.21
H 39.37 -9.29 20.13
H 37.72 -9.32 20.14
*
```

Calculated atomic charges, method Mulliken, unit e:
1. Fe 1.207
2. C -0.592
3. C 0.646
4. C 0.596
5. O -0.782
6. C -0.910
7. C 0.560
8. C 0.585
9. O -1.074
10. O -0.805
11. O -0.744
12. H 0.234
13. H 0.324
14. C -0.406
15. C 0.440
16. C 0.458
17. O -0.775
18. C -0.836
19. C 0.605
20. C -0.013
21. O -0.901
22. O -0.816
23. O -0.786
24. H 0.683
25. H 0.314
26. C -1.025
27. C 0.812
28. C 0.730
29. O -0.748
30. C -0.819
31. C 0.531
32. C 0.507
33. O -0.752
34. O -0.825
35. O -0.625
36. H 0.314
37. H 0.258
38. C -1.857
39. C 0.919
40. C -0.823
41. O 0.527
42. C -1.153
43. N -0.230
44. H 0.423
45. H 0.398
46. H 0.409
47. H -0.439
48. H 0.319
49. H 0.442
50. H 0.205
51. H 0.246
52. H 0.404
53. H 0.332
54. H 0.307